No. 1
The ion C5H6N with charge +1 in a non-equilibrium geometry, computed with wB97M-V/def2-TZVPD.

Geometry (Å):
C1 0.336 0.501 -0.460
C2 0.010 -0.857 -1.150
C3 -0.461 0.591 0.872
C4 -0.541 -0.855 1.055
C5 1.335 1.286 -0.433
N1 -0.376 -1.575 0.056
H1 -0.715 -0.813 -1.936
H2 0.711 -1.301 -1.820
H3 -1.445 0.880 0.546
H4 0.055 1.148 1.571
H5 -0.921 -1.219 2.064
H6 2.013 2.213 -0.365

Its charge is +1. The multiplicity is 1. For the energy above the lowest of the compared OMol25 structures with the same formula, charge and spin, the calculation gives 499.4 kJ/mol. The LUMO energy is -0.264 Ha. For the gap between HOMO and LUMO, the calculation gives 7.8740 eV.

Here are the Mulliken charges for atoms 1 to 6, given in e:
1 C 0.34
2 C -0.49
3 C -0.44
4 C -0.08
5 C -0.16
6 N -0.35

No. 2
The ion C5H6N with charge +1 in a non-equilibrium geometry, computed with wB97M-V/def2-TZVPD.

Geometry (Å):
C1 -0.035 0.881 -0.755
C2 1.859 -0.331 -0.709
C3 -0.061 -0.333 0.074
C4 1.234 0.929 -1.220
C5 -1.056 -0.666 1.018
N1 1.153 -0.986 0.049
H1 -0.754 1.613 -0.774
H2 2.790 -0.659 -0.978
H3 1.719 1.782 -1.822
H4 -0.586 -1.538 1.587
H5 -1.967 -1.083 0.531
H6 -1.640 0.220 1.589

Its charge is +1. The multiplicity is 1. For the energy above the lowest of the compared OMol25 structures with the same formula, charge and spin, the calculation gives 347.0 kJ/mol. The LUMO energy is -0.294 Ha. For the gap between HOMO and LUMO, the calculation gives 7.7990 eV.

Here are the Mulliken charges for atoms 1 to 6, given in e:
1 C -0.78
2 C -0.23
3 C 0.96
4 C -0.05
5 C -0.90
6 N -0.38

No. 3
The ion C5H6N with charge +1 in a non-equilibrium geometry, computed with wB97M-V/def2-TZVPD.

Geometry (Å):
C1 2.691 0.114 -0.339
C2 -0.727 0.733 -0.072
C3 -1.687 -0.478 -0.376
C4 0.359 -0.298 0.362
C5 -0.594 -1.445 -0.124
N1 1.618 -0.151 0.029
H1 3.746 -0.017 -0.425
H2 -0.315 1.463 -0.743
H3 -0.919 1.227 0.883
H4 -2.366 -0.430 0.494
H5 -2.254 -0.414 -1.229
H6 0.448 -0.303 1.540

Its charge is +1. The multiplicity is 1. For the energy above the lowest of the compared OMol25 structures with the same formula, charge and spin, the calculation gives 704.4 kJ/mol. The LUMO energy (alpha / beta) is -0.205 / -0.200 Ha. For the gap between HOMO and LUMO (alpha / beta), the calculation gives 7.7722 / 7.9234 eV.

Here are the Mulliken charges for atoms 1 to 6, given in e:
1 C 0.10
2 C -0.94
3 C -0.09
4 C 0.51
5 C -0.71
6 N 0.03

No. 4
A structure of composition C5H6N in a non-equilibrium geometry, computed with wB97M-V/def2-TZVPD.

Geometry (Å):
C1 -1.145 0.800 0.977
C2 0.927 -1.775 -0.801
C3 0.183 -0.013 0.956
C4 -0.666 1.462 -0.170
C5 0.520 -1.016 0.176
N1 -0.291 1.735 -1.253
H1 -1.863 0.096 0.594
H2 -1.486 1.227 1.983
H3 0.831 -2.813 -0.707
H4 1.469 -1.522 -1.773
H5 0.954 0.271 1.614
H6 0.567 1.547 -1.597

Its charge is +1. The multiplicity is 1. For the energy above the lowest of the compared OMol25 structures with the same formula, charge and spin, the calculation gives 413.9 kJ/mol. The LUMO energy is -0.191 Ha. For the gap between HOMO and LUMO, the calculation gives 9.7408 eV.

Here are the Mulliken charges for atoms 1 to 6, given in e:
1 C -0.14
2 C -0.72
3 C -0.47
4 C 0.43
5 C 0.29
6 N -0.23

No. 5
The ion C5H6N with charge +1 in a non-equilibrium geometry, computed with wB97M-V/def2-TZVPD.

Geometry (Å):
C1 -1.636 -3.000 -0.735
C2 -0.931 -2.304 -0.080
C3 0.312 -0.342 0.858
C4 -0.197 -1.678 0.958
C5 0.458 1.647 -0.645
N1 -0.063 0.427 -0.127
H1 -1.987 -3.443 -1.653
H2 1.160 -0.043 1.510
H3 -0.034 -2.198 1.974
H4 -0.421 2.295 -0.802
H5 0.719 1.292 -1.654
H6 1.371 2.077 -0.302

Its charge is +1. The multiplicity is 1. For the energy above the lowest of the compared OMol25 structures with the same formula, charge and spin, the calculation gives 507.7 kJ/mol. The LUMO energy is -0.288 Ha. For the gap between HOMO and LUMO, the calculation gives 7.2637 eV.

Here are the Mulliken charges for atoms 1 to 6, given in e:
1 C 0.22
2 C -0.32
3 C 0.04
4 C -0.12
5 C -0.69
6 N -0.23

No. 6
A cluster of 2 separate species, C5H6N in total in a non-equilibrium geometry, computed with wB97M-V/def2-TZVPD.

Geometry (Å):
C1 -2.125 1.250 0.148
C2 0.643 -0.700 0.046
C3 2.208 -0.129 0.144
C4 1.805 -1.326 -0.454
C5 -2.490 0.233 -0.498
N1 1.004 0.688 0.086
H1 3.090 0.149 0.716
H2 2.253 -2.270 -0.655
H3 -1.717 1.521 1.258
H4 -3.506 -0.108 -0.557
H5 -1.958 -0.481 -1.141
H6 0.794 1.173 0.908

Its charge is +1. The multiplicity is 3. For the energy above the lowest of the compared OMol25 structures with the same formula, charge and spin, the calculation gives 611.4 kJ/mol. The LUMO energy (alpha / beta) is -0.215 / -0.295 Ha. For the gap between HOMO and LUMO (alpha / beta), the calculation gives 5.5248 / 6.0093 eV.

Here are the Mulliken charges for atoms 1 to 6, given in e:
1 C -0.26
2 C 0.27
3 C 0.07
4 C -0.22
5 C -0.42
6 N -0.21

No. 7
The ion C5H6N with charge +1 in a non-equilibrium geometry, computed with wB97M-V/def2-TZVPD.

Geometry (Å):
C1 -0.188 -0.232 -1.353
C2 -0.057 -0.705 -2.516
C3 -0.784 -0.377 -0.033
C4 -1.415 -1.351 0.637
C5 1.506 0.893 0.482
N1 -0.083 0.770 -0.299
H1 -1.820 -1.213 1.689
H2 -1.562 -2.358 0.164
H3 1.508 -0.051 0.947
H4 2.071 1.094 -0.305
H5 1.179 1.806 1.151
H6 -0.354 1.724 -0.565

Its charge is +1. The multiplicity is 3. For the energy above the lowest of the compared OMol25 structures with the same formula, charge and spin, the calculation gives 650.3 kJ/mol. The LUMO energy (alpha / beta) is -0.193 / -0.305 Ha. For the gap between HOMO and LUMO (alpha / beta), the calculation gives 7.5575 / 6.2963 eV.

Here are the Mulliken charges for atoms 1 to 6, given in e:
1 C 0.67
2 C -0.55
3 C 0.42
4 C -0.68
5 C -0.60
6 N -0.23

No. 8
The ion C5H6N with charge +1 in a non-equilibrium geometry, computed with wB97M-V/def2-TZVPD.

Geometry (Å):
C1 1.028 0.792 0.133
C2 -0.184 -0.023 0.274
C3 3.232 -0.705 -0.241
C4 2.288 -0.023 -0.010
C5 -1.456 -0.126 0.007
N1 -2.667 -0.480 -0.171
H1 0.982 1.477 -0.748
H2 1.192 1.293 1.114
H3 -0.074 -0.991 0.806
H4 4.209 -1.014 -0.136
H5 -3.483 -0.365 0.413
H6 -2.713 -0.824 -1.153

Its charge is +1. The multiplicity is 3. For the energy above the lowest of the compared OMol25 structures with the same formula, charge and spin, the calculation gives 402.3 kJ/mol. The LUMO energy (alpha / beta) is -0.153 / -0.330 Ha. For the gap between HOMO and LUMO (alpha / beta), the calculation gives 7.6739 / 5.4434 eV.

Here are the Mulliken charges for atoms 1 to 6, given in e:
1 C 0.01
2 C -0.09
3 C 0.05
4 C -0.54
5 C 0.01
6 N -0.37

No. 9
A cluster of 2 separate species, C5H6N2 in total in a non-equilibrium geometry, computed with wB97M-V/def2-TZVPD.

Geometry (Å):
C1 -0.777 -3.048 -0.241
C2 -0.905 0.393 0.525
C3 -0.194 -0.606 1.110
C4 -0.187 0.823 -0.657
C5 0.910 -0.940 0.384
N1 -0.694 -4.144 -0.575
N2 0.939 -0.032 -0.646
H1 -1.781 0.706 0.936
H2 -0.524 -1.117 1.961
H3 -0.793 0.674 -1.615
H4 0.300 1.947 -0.544
H5 1.621 -1.800 0.608
H6 1.698 0.041 -1.325

Its charge is 0. The multiplicity is 1. For the energy above the lowest of the compared OMol25 structures with the same formula, charge and spin, the calculation gives 404.9 kJ/mol. The LUMO energy (alpha / beta) is -0.053 / -0.053 Ha. For the gap between HOMO and LUMO (alpha / beta), the calculation gives 6.7563 / 6.7532 eV.

Here are the Mulliken charges for atoms 1 to 6, given in e:
1 C -0.28
2 C -0.47
3 C -0.17
4 C -0.28
5 C -0.29
6 N -0.49

Copy entry 4 word for word.
A structure of composition C5H6N in a non-equilibrium geometry, computed with wB97M-V/def2-TZVPD.

Geometry (Å):
C1 -1.145 0.800 0.977
C2 0.927 -1.775 -0.801
C3 0.183 -0.013 0.956
C4 -0.666 1.462 -0.170
C5 0.520 -1.016 0.176
N1 -0.291 1.735 -1.253
H1 -1.863 0.096 0.594
H2 -1.486 1.227 1.983
H3 0.831 -2.813 -0.707
H4 1.469 -1.522 -1.773
H5 0.954 0.271 1.614
H6 0.567 1.547 -1.597

Its charge is +1. The multiplicity is 1. For the energy above the lowest of the compared OMol25 structures with the same formula, charge and spin, the calculation gives 413.9 kJ/mol. The LUMO energy is -0.191 Ha. For the gap between HOMO and LUMO, the calculation gives 9.7408 eV.

Here are the Mulliken charges for atoms 1 to 6, given in e:
1 C -0.14
2 C -0.72
3 C -0.47
4 C 0.43
5 C 0.29
6 N -0.23

What did the seventh record say?
The ion C5H6N with charge +1 in a non-equilibrium geometry, computed with wB97M-V/def2-TZVPD.

Geometry (Å):
C1 -0.188 -0.232 -1.353
C2 -0.057 -0.705 -2.516
C3 -0.784 -0.377 -0.033
C4 -1.415 -1.351 0.637
C5 1.506 0.893 0.482
N1 -0.083 0.770 -0.299
H1 -1.820 -1.213 1.689
H2 -1.562 -2.358 0.164
H3 1.508 -0.051 0.947
H4 2.071 1.094 -0.305
H5 1.179 1.806 1.151
H6 -0.354 1.724 -0.565

Its charge is +1. The multiplicity is 3. For the energy above the lowest of the compared OMol25 structures with the same formula, charge and spin, the calculation gives 650.3 kJ/mol. The LUMO energy (alpha / beta) is -0.193 / -0.305 Ha. For the gap between HOMO and LUMO (alpha / beta), the calculation gives 7.5575 / 6.2963 eV.

Here are the Mulliken charges for atoms 1 to 6, given in e:
1 C 0.67
2 C -0.55
3 C 0.42
4 C -0.68
5 C -0.60
6 N -0.23